# 1
ORCA calculation (the ωB97M-V functional and the def2-TZVPD basis) on a molecular structure, C34H45BrIOPPdSi4Te.

Atoms and positions in Å:
Pd  -1.0860  1.0976  0.1116
O  0.4358  2.3148  1.7947
C  0.3202  2.3280  0.6081
C  0.7928  3.3984  -0.3175
C  1.8105  4.2403  0.1186
C  2.2635  5.2462  -0.7178
C  1.6980  5.3968  -1.9778
C  0.6879  4.5512  -2.4127
C  0.2183  3.5355  -1.5855
P  -1.0427  2.3174  -2.0711
C  -1.5630  2.9063  -3.7248
C  -2.4590  3.9540  -3.9285
C  -2.7734  4.3639  -5.2145
C  -2.1944  3.7316  -6.3083
C  -1.3106  2.6809  -6.1142
C  -1.0018  2.2650  -4.8260
C  -2.5219  2.8001  -1.0526
C  -2.5174  3.7317  -0.0128
C  -3.6920  4.0284  0.6737
C  -4.8816  3.4191  0.3174
C  -4.8961  2.4811  -0.7117
C  -3.7268  2.1523  -1.3693
H  2.2302  4.0955  1.1051
H  3.0537  5.9089  -0.3914
H  2.0458  6.1871  -2.6308
H  0.2671  4.6778  -3.4016
H  -2.9085  4.4544  -3.0785
H  -3.4670  5.1813  -5.3655
H  -2.4320  4.0613  -7.3114
H  -0.8650  2.1804  -6.9639
H  -0.3182  1.4381  -4.6694
H  -1.6088  4.2619  0.2428
H  -3.6688  4.7484  1.4812
H  -5.7974  3.6699  0.8364
H  -5.8249  2.0030  -0.9970
H  -3.7397  1.4078  -2.1579
Br  -2.7599  -1.3256  4.7989
C  -4.2121  -0.7397  3.7355
C  -5.3811  -0.3661  4.3873
C  -6.4719  0.0674  3.6531
C  -6.4020  0.1107  2.2672
C  -5.2367  -0.2709  1.6245
C  -4.1296  -0.6913  2.3528
I  -2.3267  -1.0697  1.2966
H  -5.4252  -0.4138  5.4664
H  -7.3765  0.3653  4.1663
H  -7.2526  0.4435  1.6867
H  -5.1787  -0.2470  0.5442
C  -0.3044  -4.7715  0.1160
Si  1.5344  -4.5371  -0.1911
C  2.4656  -5.9145  0.6934
C  1.8581  -4.6708  -2.0390
Si  2.2202  -2.4337  0.5799
Te  0.6140  -0.8673  -0.5316
Si  4.3477  -1.8815  -0.2113
C  4.3604  -1.6681  -2.0761
C  4.9726  -0.3110  0.6121
C  5.5172  -3.2930  0.2351
Si  2.1529  -2.3360  2.9218
C  3.4629  -3.4631  3.6731
C  2.4643  -0.5740  3.4966
C  0.4699  -2.8862  3.5449
H  -0.6710  -5.6512  -0.4192
H  -0.8664  -3.9011  -0.2290
H  -0.5182  -4.9029  1.1789
H  2.2060  -6.8821  0.2558
H  2.2055  -5.9451  1.7538
H  3.5483  -5.7914  0.6230
H  1.3618  -5.5525  -2.4521
H  2.9264  -4.7511  -2.2523
H  1.4796  -3.7890  -2.5609
H  3.6082  -0.9410  -2.3893
H  4.1373  -2.6094  -2.5816
H  5.3401  -1.3194  -2.4126
H  4.2274  0.4861  0.5593
H  5.8846  0.0424  0.1243
H  5.1965  -0.4868  1.6662
H  5.2601  -4.1985  -0.3201
H  5.4624  -3.5367  1.2983
H  6.5540  -3.0392  -0.0006
H  4.4673  -3.0813  3.4752
H  3.4111  -4.4751  3.2668
H  3.3371  -3.5269  4.7571
H  3.4952  -0.2678  3.3114
H  2.2662  -0.4803  4.5676
H  1.8115  0.1260  2.9682
H  0.3238  -3.9601  3.4060
H  -0.3303  -2.3732  3.0154
H  0.3657  -2.6635  4.6102

Properties
* orbital gap: 6.152 eV
* total charge: 0
* highest occupied orbital energy: -6.8 eV
* energy above the lowest of the compared OMol25 structures with the same formula, charge and spin: 0.854 eV


# 2
ORCA calculation (the ωB97M-V functional and the def2-TZVPD basis) on a molecular structure, C34H45Cl2CsN5O7.

Atoms and positions in Å:
Cs  -1.0631  0.7417  0.2346
C  1.0669  3.8961  1.5595
C  0.4059  3.3520  2.8102
O  -0.8022  2.6597  2.5575
C  -2.0088  3.4060  2.6417
C  -2.2554  4.3637  1.4913
O  -2.2007  3.6195  0.2948
C  -2.3431  4.3585  -0.8998
C  -1.0378  4.9869  -1.3458
O  -0.0926  3.9482  -1.5199
C  1.2561  4.3072  -1.3154
C  1.9487  3.2031  -0.5362
O  1.2843  2.8297  0.6550
H  2.0195  4.3650  1.8420
H  0.4387  4.6606  1.0976
H  0.2450  4.1764  3.5145
H  1.0764  2.6311  3.2809
H  -2.0586  3.9491  3.5920
H  -2.7998  2.6543  2.6322
H  -1.5226  5.1798  1.4880
H  -3.2454  4.8191  1.6246
H  -3.1131  5.1326  -0.8037
H  -2.6593  3.6512  -1.6693
H  -0.6787  5.7005  -0.5941
H  -1.1980  5.5415  -2.2777
H  1.3219  5.2592  -0.7798
H  1.7799  4.4450  -2.2689
H  2.9819  3.5100  -0.3267
H  1.9783  2.2966  -1.1436
Cl  0.6485  -4.4800  5.3191
C  0.1112  -3.8150  3.8060
C  -1.0550  -3.0370  3.7769
C  -1.4896  -2.5105  2.5948
Cl  -2.9426  -1.5452  2.5699
C  -0.8164  -2.6926  1.3327
O  -1.2612  -2.1766  0.2738
C  0.3801  -3.4832  1.4270
C  1.2307  -3.7553  0.2922
O  1.1343  -3.3353  -0.8571
C  0.8073  -4.0320  2.6524
H  -1.6088  -2.8570  4.6885
H  2.0826  -4.4201  0.5367
H  1.7113  -4.6291  2.6736
C  -0.1551  -2.4744  -3.5373
C  -0.6475  -1.3579  -2.5948
N  0.2609  -0.2047  -2.6396
C  0.2977  0.3433  -3.9882
C  0.8073  -0.7287  -4.9866
N  1.0998  -1.9721  -4.1997
C  2.1549  -1.7087  -3.1583
C  1.6078  -0.5990  -2.2348
H  -0.8593  -2.7116  -4.3345
H  0.1125  -3.3719  -2.9843
H  -0.6980  -1.7544  -1.5799
H  -1.6384  -1.0207  -2.8958
H  0.9565  1.2117  -4.0033
H  -0.7031  0.6791  -4.2550
H  1.7294  -0.4398  -5.4888
H  0.0648  -0.9940  -5.7377
H  1.4457  -2.6906  -4.8304
H  3.0609  -1.4198  -3.6893
H  2.3060  -2.6392  -2.6156
H  2.2527  0.2793  -2.2792
H  1.5832  -0.9690  -1.2107
C  -9.9439  -3.9631  1.2360
C  -8.8326  -2.9515  1.2827
C  -8.9532  -1.7287  0.6269
C  -7.9485  -0.7774  0.6982
C  -6.7879  -1.0475  1.4133
N  -5.7386  -0.0785  1.4607
C  -4.9058  0.2419  0.4329
O  -4.0453  1.1084  0.5433
N  -5.1164  -0.4879  -0.7160
C  -4.5116  -0.3105  -1.9589
C  -4.6845  -1.2956  -2.9276
C  -4.1639  -1.1009  -4.1928
C  -3.4620  0.0662  -4.4542
N  -3.2601  1.0035  -3.5308
C  -3.7812  0.8274  -2.3192
C  -6.6462  -2.2657  2.0647
C  -7.6680  -3.2011  2.0034
H  -10.5247  -3.8713  0.3191
H  -10.6274  -3.8196  2.0751
H  -9.5562  -4.9792  1.2976
H  -9.8519  -1.5128  0.0617
H  -8.0565  0.1786  0.2005
H  -5.4982  0.3539  2.3379
H  -5.7462  -1.2716  -0.6368
H  -5.2364  -2.1981  -2.6912
H  -4.3093  -1.8401  -4.9692
H  -3.0537  0.2602  -5.4406
H  -3.6258  1.6115  -1.5929
H  -5.7318  -2.4769  2.6045
H  -7.5516  -4.1484  2.5156

Properties
* orbital gap: 6.806 eV
* total charge: +1
* highest occupied orbital energy: -9.0 eV
* energy above the lowest of the compared OMol25 structures with the same formula, charge and spin: 0.044 eV


# 3
ORCA calculation (the ωB97M-V functional and the def2-TZVPD basis) on a molecular structure, C34H45Cl2N2OP3SeV.

Atoms and positions in Å:
P  1.1978  1.0365  -2.1433
C  2.9454  1.3270  -2.5406
C  3.5032  0.7867  -3.6990
H  2.9238  0.1280  -4.3299
C  4.8137  1.0802  -4.0413
H  5.2409  0.6513  -4.9370
C  5.5738  1.9169  -3.2373
H  6.5967  2.1430  -3.5051
C  5.0178  2.4669  -2.0911
H  5.6046  3.1210  -1.4618
C  3.7079  2.1804  -1.7426
H  3.2949  2.6255  -0.8492
C  0.6596  -0.3454  -3.1878
C  1.2050  -1.6044  -2.9324
H  1.9622  -1.7205  -2.1704
C  0.7838  -2.7038  -3.6617
H  1.2135  -3.6758  -3.4627
C  -0.1765  -2.5538  -4.6542
H  -0.4966  -3.4113  -5.2305
C  -0.7133  -1.3008  -4.9152
H  -1.4511  -1.1791  -5.6966
C  -0.3007  -0.1963  -4.1844
H  -0.7364  0.7716  -4.3746
C  0.3527  2.5473  -2.6888
C  0.7806  3.2290  -3.8264
H  1.5872  2.8377  -4.4312
C  0.1720  4.4211  -4.1838
H  0.5015  4.9466  -5.0692
C  -0.8489  4.9467  -3.4019
H  -1.3148  5.8818  -3.6804
C  -1.2577  4.2805  -2.2555
H  -2.0384  4.6972  -1.6340
C  -0.6575  3.0827  -1.8984
H  -0.9517  2.5682  -0.9959
V  0.2401  -0.4000  2.2851
C  -1.4983  -1.2340  1.7920
C  -1.9218  -1.2302  0.4985
H  -2.0976  -1.7115  2.5635
C  -0.9783  -0.6107  -0.4824
O  -1.6160  0.3194  -1.3817
H  -0.9165  0.6945  -1.9323
C  0.1865  0.0017  0.2864
H  -0.5749  -1.3698  -1.1585
C  1.1124  0.7131  -0.4175
Cl  -0.1293  -1.1683  4.5881
Cl  2.4155  0.7439  2.5197
P  1.4733  -2.4055  1.9906
C  2.3377  -2.9535  3.4976
H  1.6077  -3.3573  4.1915
H  2.8086  -2.0927  3.9616
H  3.0864  -3.7073  3.2629
C  0.4607  -3.8530  1.5177
H  -0.0088  -3.6645  0.5550
H  -0.3177  -3.9787  2.2654
H  1.0552  -4.7621  1.4576
C  2.7930  -2.3642  0.7288
H  3.2820  -1.3947  0.7717
H  2.3546  -2.4847  -0.2575
H  3.5268  -3.1501  0.8946
P  -3.3910  -1.9777  -0.0805
C  -4.1011  -3.0614  1.1803
C  -3.0689  -2.9665  -1.5666
H  -4.3668  -2.4855  2.0619
H  -3.3825  -3.8246  1.4631
H  -4.9976  -3.5366  0.7904
H  -2.7343  -2.3124  -2.3672
H  -3.9697  -3.4855  -1.8841
H  -2.2884  -3.6928  -1.3587
C  -4.6931  -0.8003  -0.5488
H  -4.8696  -0.1139  0.2749
H  -5.6187  -1.3198  -0.7875
H  -4.3577  -0.2368  -1.4139
H  1.9907  1.0513  0.1111
C  1.1035  3.0850  4.9455
N  -0.1201  2.3648  5.2831
C  -0.5588  2.1336  6.5370
C  -1.7542  1.4529  6.4634
N  -2.0572  1.2612  5.1634
C  -3.2627  0.5917  4.6813
C  -1.0422  1.8126  4.4547
Se  -0.9658  1.8495  2.6915
H  1.7952  2.4245  4.4030
H  1.6227  3.4276  5.8667
H  0.8622  3.9699  4.3222
H  -0.0510  2.4441  7.4417
H  -2.3604  1.1295  7.2991
H  -3.2896  -0.4480  5.0684
H  -4.1571  1.1388  5.0461
H  -3.2954  0.5608  3.5743

Properties
* orbital gap (spin up / spin down): 6.139 / 6.587 eV
* total charge: +2
* highest occupied orbital energy (spin up / spin down): -12.7 / -12.7 eV
* multiplicity: 2
* expectation value of S²: 0.77